No. 1
A molecular structure, C42H47CoF2N11O2P2 in a non-equilibrium geometry, computed with wB97M-V/def2-TZVPD.

Output
Highest occupied orbital energy (alpha / beta) = -6.7 / -6.9 eV
Electronic energy = -4646.5325 Ha
Energy above the lowest of the compared OMol25 structures with the same formula, charge and spin = 438.6 kJ/mol
Kohn-Sham gap (alpha / beta) = 7.257 / 7.446 eV

Structure (ORCA input):
```
! RIJCOSX wB97M-V def2-TZVPD def2/J DEFGRID3
* xyz 0 2
Co -0.028 -0.410 0.593
F -5.242 -0.242 -0.655
C -4.049 -0.872 -0.750
C -2.930 -0.267 -0.239
C -1.674 -0.886 -0.335
C -1.631 -2.148 -0.961
C -2.801 -2.718 -1.456
F -2.774 -3.948 -2.031
C -4.030 -2.110 -1.372
C -0.320 -2.830 -0.947
C 0.035 -3.907 -1.763
C 1.285 -4.481 -1.639
C 2.172 -3.972 -0.707
C 1.770 -2.878 0.036
N 0.567 -2.305 -0.074
H -3.045 0.715 0.217
H -4.923 -2.577 -1.763
H -0.664 -4.270 -2.502
H 1.565 -5.319 -2.269
H 3.163 -4.390 -0.568
H 2.439 -2.421 0.748
O 0.041 1.357 2.177
C -0.417 1.381 1.020
C -0.971 2.723 0.535
C -1.060 3.735 1.479
C -1.575 4.985 1.168
C -2.018 5.216 -0.121
C -1.926 4.217 -1.074
C -1.391 2.954 -0.778
P -1.276 1.630 -2.084
C -2.124 2.422 -3.520
C -3.521 2.309 -3.489
C -4.308 2.820 -4.512
C -3.712 3.442 -5.604
C -2.330 3.544 -5.662
C -1.541 3.037 -4.631
C 0.542 1.703 -2.505
C 1.118 3.064 -2.795
C 2.290 3.201 -3.408
C 3.106 2.016 -3.804
C 2.995 -0.052 -3.037
C 1.626 -0.176 -2.331
H -0.711 3.505 2.480
H -1.626 5.767 1.917
H -2.438 6.178 -0.391
H -2.286 4.420 -2.073
H -3.993 1.816 -2.642
H -5.385 2.720 -4.465
H -4.322 3.835 -6.408
H -1.858 4.029 -6.509
H -0.465 3.129 -4.702
H 0.565 3.939 -2.470
H 2.693 4.195 -3.592
H 3.833 2.290 -4.567
H 3.540 -0.983 -3.193
H 1.337 -1.177 -1.995
N -0.058 -0.157 -4.296
C 0.930 0.543 -3.510
C 2.309 0.740 -4.196
C 3.810 1.197 -2.606
C 3.527 1.680 -1.220
C 2.309 1.569 -0.704
N 1.253 0.911 -1.393
H -0.559 0.462 -4.922
H -0.738 -0.607 -3.695
H 2.352 0.428 -5.236
H 4.878 1.091 -2.775
H 4.313 2.178 -0.657
H 2.040 1.990 0.258
N -3.021 -3.991 3.687
N -2.484 -2.753 3.353
N -3.067 -1.635 3.689
C -2.255 -0.757 3.100
N -1.250 -1.354 2.453
N -1.411 -2.649 2.634
H -3.484 -3.882 4.576
H -2.257 -4.650 3.731
H -2.395 0.311 3.145
C 3.213 2.313 2.762
N 3.288 0.977 3.359
C 2.732 0.937 4.708
P 3.199 -0.288 2.286
O 2.199 -0.138 1.194
N 4.699 -0.437 1.617
C 5.906 -0.344 2.427
C 4.909 -0.407 0.174
N 2.997 -1.589 3.290
C 3.714 -2.850 3.090
C 1.617 -1.791 3.768
H 3.773 3.018 3.381
H 2.178 2.654 2.676
H 3.657 2.306 1.769
H 3.246 1.684 5.318
H 2.895 -0.037 5.160
H 1.660 1.168 4.719
H 5.663 -0.382 3.486
H 6.438 0.595 2.234
H 6.585 -1.172 2.198
H 3.953 -0.332 -0.336
H 5.427 -1.311 -0.167
H 5.516 0.460 -0.106
H 4.646 -2.688 2.556
H 3.110 -3.565 2.524
H 3.947 -3.300 4.058
H 1.013 -0.895 3.622
H 1.615 -2.048 4.831
H 1.138 -2.595 3.210
*
```

***

No. 2
2 unconnected molecules or ions with the total composition CH4N2OS2 in a non-equilibrium geometry, computed with wB97M-V/def2-TZVPD.

Output
Highest occupied orbital energy = -9.5 eV
Electronic energy = -1021.4802 Ha
Energy above the lowest of the compared OMol25 structures with the same formula, charge and spin = 387.1 kJ/mol
Kohn-Sham gap = 8.355 eV

Structure (ORCA input):
```
! RIJCOSX wB97M-V def2-TZVPD def2/J DEFGRID3
* xyz 0 1
C 0.837 -0.349 0.263
H -1.294 0.948 -1.898
H 2.387 0.089 -1.303
H -0.748 1.244 0.384
H -1.582 -1.085 2.599
N 1.421 0.258 -0.827
N -0.441 0.225 0.589
O 1.271 -1.495 0.645
S 0.461 1.593 -1.433
S -1.762 -1.001 1.129
*
```

***

No. 3
A molecular structure, C4H6CuO3 in a non-equilibrium geometry, computed with wB97M-V/def2-TZVPD.

Output
Highest occupied orbital energy (alpha / beta) = -12.6 / -15.8 eV
Electronic energy = -2021.7764 Ha
Energy above the lowest of the compared OMol25 structures with the same formula, charge and spin = 66.5 kJ/mol
Kohn-Sham gap (alpha / beta) = 6.906 / 7.941 eV

Structure (ORCA input):
```
! RIJCOSX wB97M-V def2-TZVPD def2/J DEFGRID3
* xyz 1 3
O -0.796 0.579 -1.370
O 0.462 -0.725 -0.085
O -1.453 -0.052 0.632
C 1.619 0.108 -0.234
C 2.817 -0.690 0.129
C -0.696 -0.218 -0.429
H 3.649 -0.018 0.375
H 2.618 -1.347 0.995
H 3.145 -1.344 -0.700
Cu 0.870 1.790 -0.962
C -2.803 0.392 0.437
H -3.349 -0.127 -0.358
H -2.779 1.457 0.183
H -3.303 0.195 1.388
*
```

***

No. 4
A single C4H4OS molecule in a non-equilibrium geometry, computed with wB97M-V/def2-TZVPD.

Output
Highest occupied orbital energy = -9.8 eV
SMILES = C#CC(=O)SC
Electronic energy = -628.1645 Ha
Energy above the lowest of the compared OMol25 structures with the same formula, charge and spin = 185.0 kJ/mol
Kohn-Sham gap = 10.271 eV

Structure (ORCA input):
```
! RIJCOSX wB97M-V def2-TZVPD def2/J DEFGRID3
* xyz 0 1
C 2.246 0.151 0.183
C -0.331 0.424 -0.081
C -1.762 0.020 -0.041
C -2.875 -0.321 0.135
H 2.132 0.601 1.125
H 3.136 -0.538 0.262
H 2.355 0.921 -0.595
H -3.875 -0.741 0.317
O 0.009 1.567 -0.076
S 0.782 -0.901 -0.105
*
```

***

No. 5
A single C23H29NO7 molecule, computed with wB97M-V/def2-TZVPD.

Output
Highest occupied orbital energy = -7.7 eV
SMILES = COc1cc(OC)c(C(=O)OCC(=O)c2cc(C)n(C[C@H]3CCCO3)c2C)cc1OC
Electronic energy = -1475.2292 Ha
Energy above the lowest of the compared OMol25 structures with the same formula, charge and spin = 310.5 kJ/mol
Kohn-Sham gap = 8.257 eV

Structure (ORCA input):
```
! RIJCOSX wB97M-V def2-TZVPD def2/J DEFGRID3
* xyz 0 1
C -0.469 3.247 -5.498
H 0.114 4.065 -5.071
O -0.359 2.069 -4.729
C -0.835 2.001 -3.458
C -0.737 0.727 -2.902
C -1.172 0.437 -1.616
C -1.742 1.476 -0.864
C -1.815 2.754 -1.406
C -1.374 3.047 -2.686
O -1.439 4.309 -3.233
C -2.000 5.342 -2.462
H -1.949 6.230 -3.092
H -1.430 5.517 -1.544
H -3.045 5.138 -2.210
H -2.246 3.525 -0.789
C -2.274 1.208 0.488
O -2.791 0.184 0.852
O -2.124 2.279 1.296
C -2.504 2.070 2.647
H -3.594 1.995 2.731
C -1.905 0.804 3.280
O -2.533 0.222 4.141
C -0.589 0.418 2.817
C -0.042 -0.855 2.924
N 1.188 -0.833 2.351
C 1.451 0.432 1.872
C 0.375 1.221 2.142
H 0.285 2.262 1.907
C 2.738 0.794 1.215
H 3.580 0.676 1.899
H 2.695 1.834 0.905
H 2.927 0.180 0.335
C 2.085 -1.950 2.237
H 3.111 -1.584 2.334
H 1.881 -2.653 3.047
C 1.950 -2.691 0.890
C 3.168 -3.596 0.612
H 3.842 -3.157 -0.119
C 2.535 -4.901 0.130
H 3.137 -5.777 0.359
C 1.210 -4.878 0.887
H 0.421 -5.469 0.420
O 0.802 -3.527 0.867
H 1.351 -5.224 1.922
H 2.350 -4.863 -0.944
H 3.721 -3.768 1.537
H 1.809 -1.945 0.099
C -0.647 -2.084 3.487
H -0.112 -2.413 4.381
H -0.630 -2.883 2.748
H -1.675 -1.870 3.765
H -2.155 2.950 3.193
O -1.045 -0.762 -1.016
C -0.506 -1.842 -1.739
H -0.457 -2.664 -1.026
H 0.499 -1.617 -2.112
H -1.148 -2.119 -2.582
H -0.308 -0.031 -3.537
H -0.065 2.983 -6.476
H -1.508 3.562 -5.606
*
```

***

No. 6
A molecular structure, C14H7Cl2F3N2O2SeSr in a non-equilibrium geometry, computed with wB97M-V/def2-TZVPD.

Output
Highest occupied orbital energy = -8.4 eV
Electronic energy = -4449.8485 Ha
Energy above the lowest of the compared OMol25 structures with the same formula, charge and spin = 54.3 kJ/mol
Kohn-Sham gap = 7.044 eV

Structure (ORCA input):
```
! RIJCOSX wB97M-V def2-TZVPD def2/J DEFGRID3
* xyz 0 1
Sr -1.742 0.607 -0.280
Cl 4.176 5.397 -0.283
C 3.020 4.105 -0.272
C 3.487 2.780 -0.246
C 2.599 1.741 -0.236
Cl 3.181 0.112 -0.204
C 1.183 1.938 -0.252
O 0.367 0.957 -0.244
C 0.751 3.303 -0.275
C -0.643 3.626 -0.285
O -1.592 2.833 -0.272
C 1.682 4.362 -0.285
H 4.551 2.590 -0.234
H -0.866 4.705 -0.304
H 1.322 5.384 -0.304
F -4.831 -0.691 -0.310
C -4.303 0.639 -0.295
F -4.935 1.211 -1.395
F -4.965 1.203 0.788
Se -3.216 -2.918 -0.700
N -1.860 -1.895 -0.213
C -0.856 -2.700 0.152
C 0.420 -2.277 0.606
C 1.332 -3.226 0.951
C 1.038 -4.617 0.866
C -0.168 -5.066 0.429
C -1.150 -4.112 0.054
N -2.361 -4.401 -0.403
H 0.660 -1.222 0.646
H 2.311 -2.920 1.295
H 1.803 -5.327 1.152
H -0.395 -6.120 0.353
*
```

***

No. 7
9 unconnected molecules or ions with the total composition C47H83Cl2N3O18PS8 in a non-equilibrium geometry, computed with wB97M-V/def2-TZVPD.

Output
Highest occupied orbital energy = -11.2 eV
Electronic energy = -7806.2798 Ha
Kohn-Sham gap = 7.184 eV

Structure (ORCA input):
```
! RIJCOSX wB97M-V def2-TZVPD def2/J DEFGRID3
* xyz 1 1
C 3.333 -4.854 -0.702
C 1.838 -5.071 -1.028
Cl 1.702 -6.091 -2.457
C 1.065 -3.753 -1.283
Cl 1.777 -2.947 -2.684
C 1.080 -2.825 -0.091
N 1.626 -3.312 1.021
N 1.788 -2.707 2.182
C 1.391 -1.471 2.215
C 0.776 -0.801 1.140
C 0.402 0.630 1.360
C 1.344 1.427 2.273
C 2.740 1.369 1.723
C 3.773 0.672 2.354
C 5.053 0.608 1.792
C 5.314 1.247 0.580
C 4.287 1.952 -0.053
C 3.012 2.011 0.506
C 0.566 -1.511 -0.039
P -0.374 -0.756 -1.453
N -1.310 -1.746 -2.170
O 0.724 -0.033 -2.339
O -1.223 0.490 -0.937
H 3.586 -3.802 -0.636
H 3.604 -5.327 0.236
H 3.962 -5.281 -1.467
H 1.373 -5.580 -0.189
H 0.047 -4.048 -1.511
H 1.972 -4.260 1.012
H 1.533 -0.961 3.146
H -0.629 0.709 1.697
H 0.439 1.149 0.416
H 0.968 2.445 2.234
H 1.320 1.098 3.307
H 3.604 0.162 3.291
H 5.818 0.050 2.302
H 6.294 1.192 0.140
H 4.506 2.452 -0.981
H 2.199 2.532 0.022
H -1.337 -2.671 -1.743
H 0.727 0.921 -2.160
H -2.052 0.123 -0.600
C -4.199 -0.616 -4.781
C -5.415 -0.096 -5.562
C -6.644 -0.250 -4.654
S -6.032 -0.140 -2.965
O -6.236 -1.408 -2.309
O -6.486 1.085 -2.355
C -4.303 0.008 -3.394
H -3.260 -0.354 -5.264
H -4.245 -1.703 -4.703
H -5.269 0.958 -5.808
H -5.553 -0.634 -6.498
H -7.380 0.536 -4.806
H -7.114 -1.224 -4.767
H -3.702 -0.505 -2.645
H -4.059 1.070 -3.414
C -3.896 -4.679 1.435
C -4.641 -5.875 0.831
C -4.104 -6.089 -0.593
S -2.418 -5.489 -0.567
O -2.302 -4.339 -1.448
O -1.474 -6.579 -0.702
C -2.422 -4.913 1.128
H -4.061 -4.596 2.504
H -4.239 -3.755 0.961
H -4.451 -6.764 1.435
H -5.716 -5.711 0.817
H -4.091 -7.133 -0.890
H -4.647 -5.506 -1.334
H -1.809 -4.014 1.210
H -2.007 -5.709 1.746
C 0.089 7.610 -0.931
C 1.614 7.537 -1.103
C 2.110 6.349 -0.267
S 0.742 5.186 -0.206
O 0.293 5.052 1.159
O 1.080 3.996 -0.962
C -0.420 6.185 -1.120
H -0.368 8.287 -1.650
H -0.166 7.964 0.065
H 1.862 7.375 -2.154
H 2.099 8.460 -0.791
H 2.969 5.853 -0.711
H 2.336 6.636 0.757
H -1.422 6.023 -0.729
H -0.369 5.872 -2.163
C 6.031 -1.098 -4.144
C 4.515 -0.871 -4.053
C 4.293 0.443 -3.296
S 5.750 1.454 -3.619
O 6.461 1.651 -2.378
O 5.388 2.575 -4.443
C 6.627 0.233 -4.589
H 6.280 -1.896 -4.842
H 6.426 -1.373 -3.163
H 4.099 -0.795 -5.059
H 4.010 -1.697 -3.554
H 3.416 0.984 -3.643
H 4.232 0.288 -2.220
H 7.693 0.327 -4.400
H 6.413 0.436 -5.638
C -3.787 -4.234 7.935
C -4.033 -2.777 7.518
C -3.766 -2.681 6.010
S -4.123 -4.312 5.337
O -2.897 -4.874 4.815
O -5.304 -4.251 4.514
C -4.507 -5.092 6.899
H -4.153 -4.436 8.939
H -2.717 -4.450 7.918
H -5.069 -2.508 7.726
H -3.399 -2.086 8.071
H -4.410 -1.956 5.518
H -2.723 -2.460 5.794
H -4.171 -6.126 6.873
H -5.588 -5.051 7.025
C 6.516 4.421 4.464
C 8.025 4.199 4.299
C 8.411 3.003 5.180
S 6.944 1.968 5.288
O 6.480 1.956 6.651
O 7.160 0.737 4.566
C 5.874 3.044 4.334
H 6.124 5.113 3.720
H 6.308 4.837 5.452
H 8.249 3.975 3.254
H 8.596 5.084 4.573
H 9.219 2.414 4.755
H 8.668 3.310 6.191
H 4.864 2.988 4.734
H 5.889 2.693 3.303
C -4.177 11.422 0.827
C -4.360 10.670 2.152
C -3.811 9.250 1.953
S -2.540 9.382 0.690
O -2.952 8.642 -0.478
O -1.246 9.160 1.293
C -2.749 11.130 0.376
H -4.345 12.491 0.941
H -4.885 11.048 0.085
H -3.797 11.175 2.938
H -5.402 10.644 2.462
H -3.362 8.844 2.856
H -4.572 8.568 1.579
H -2.570 11.327 -0.679
H -2.020 11.661 0.987
C -1.871 -8.655 -5.668
C -1.139 -8.154 -4.414
C -1.694 -6.763 -4.088
S -3.377 -6.737 -4.708
O -3.473 -5.769 -5.770
O -4.295 -6.704 -3.593
C -3.352 -8.378 -5.423
H -1.691 -9.714 -5.848
H -1.529 -8.102 -6.545
H -1.334 -8.834 -3.582
H -0.060 -8.120 -4.560
H -1.737 -6.562 -3.022
H -1.142 -5.975 -4.597
H -3.960 -8.384 -6.323
H -3.767 -9.064 -4.685
*
```

***

No. 8
A gas-phase ion, H2NOS2 (charge -1) in a non-equilibrium geometry, computed with wB97M-V/def2-TZVPD.

Output
Highest occupied orbital energy = -4.3 eV
SMILES = N=[S@@H]([O-])=S
Electronic energy = -927.5130 Ha
Energy above the lowest of the compared OMol25 structures with the same formula, charge and spin = 192.4 kJ/mol
Kohn-Sham gap = 8.032 eV

Structure (ORCA input):
```
! RIJCOSX wB97M-V def2-TZVPD def2/J DEFGRID3
* xyz -1 1
N -0.934 0.574 -0.701
O -0.278 -1.993 0.148
S 1.886 0.378 0.170
S 0.039 -0.221 0.111
H -0.368 1.234 -1.152
H -0.345 0.029 1.423
*
```

***

No. 9
2 unconnected molecules or ions with the total composition C5H14S in a non-equilibrium geometry, computed with wB97M-V/def2-TZVPD.

Output
Highest occupied orbital energy (alpha / beta) = -14.6 / -14.6 eV
Electronic energy = -596.7510 Ha
Energy above the lowest of the compared OMol25 structures with the same formula, charge and spin = 14.1 kJ/mol
Kohn-Sham gap (alpha / beta) = 11.460 / 6.278 eV

Structure (ORCA input):
```
! RIJCOSX wB97M-V def2-TZVPD def2/J DEFGRID3
* xyz 1 2
C -1.603 -2.344 -0.292
C -1.703 -1.470 0.945
H -1.175 -3.302 -0.021
H -2.535 -2.487 -0.844
H -1.077 -1.778 -1.079
H -2.251 -1.995 1.737
H -2.232 -0.521 0.869
H -0.711 -1.292 1.368
C 0.527 1.143 -0.461
C -0.017 1.310 -1.896
C 2.608 1.303 1.427
S 2.317 1.022 -0.294
H 0.242 2.089 0.008
H 0.064 0.272 -0.008
H -1.094 1.298 -1.780
H 0.323 0.501 -2.545
H 3.656 1.561 1.566
H 1.938 2.105 1.737
H 2.434 0.397 2.018
H 0.287 2.189 -2.454
*
```

***

No. 10
2 unconnected molecules or ions with the total composition C3H5NO in a non-equilibrium geometry, computed with wB97M-V/def2-TZVPD.

Output
Highest occupied orbital energy = -8.6 eV
Electronic energy = -247.1284 Ha
Energy above the lowest of the compared OMol25 structures with the same formula, charge and spin = 469.5 kJ/mol
Kohn-Sham gap = 9.232 eV

Structure (ORCA input):
```
! RIJCOSX wB97M-V def2-TZVPD def2/J DEFGRID3
* xyz 0 1
C 0.138 -0.514 -1.600
C -3.011 0.127 -1.375
C -0.012 0.210 0.729
N -3.015 0.308 -0.272
O -0.235 -0.717 -0.393
H 0.798 0.444 -1.672
H -2.757 0.044 -2.447
H 0.771 -0.031 1.447
H -0.940 0.624 1.215
H 0.182 1.154 0.209
*
```

***

No. 11
A molecular structure, C25H24GaN8O3, computed with wB97M-V/def2-TZVPD.

Output
Highest occupied orbital energy = -11.2 eV
Electronic energy = -3555.5095 Ha
Energy above the lowest of the compared OMol25 structures with the same formula, charge and spin = 363.1 kJ/mol
Kohn-Sham gap = 8.388 eV

Structure (ORCA input):
```
! RIJCOSX wB97M-V def2-TZVPD def2/J DEFGRID3
* xyz 1 1
Ga 0.187 0.496 -0.145
O 0.577 1.484 -1.700
C 0.563 0.494 -2.658
C -0.351 0.733 -3.813
C -0.340 -0.095 -4.851
C 0.609 -1.251 -4.929
C 1.710 -2.262 -3.302
C 1.620 -1.317 -2.089
C 2.310 -1.481 -0.779
N 1.880 -0.720 0.146
N 2.465 -0.600 1.361
C 1.801 0.264 2.088
O 0.714 0.881 1.689
C 2.306 0.570 3.435
C 3.084 -0.360 4.123
C 3.529 -0.074 5.401
C 3.215 1.140 5.997
C 2.458 2.077 5.306
C 1.996 1.790 4.033
H -1.011 1.589 -3.744
H -1.016 0.057 -5.685
H 0.729 -1.560 -5.964
H 2.376 -3.117 -3.211
H 3.177 -2.123 -0.648
H 3.328 -1.297 3.641
H 4.126 -0.798 5.940
H 3.557 1.357 7.000
H 2.229 3.031 5.762
H 1.416 2.518 3.481
N -1.946 -0.234 2.284
C -2.290 -0.886 1.164
N -3.414 -1.585 1.174
C -3.699 -2.253 0.056
N -4.832 -2.947 0.005
N -2.907 -2.292 -1.039
C -1.814 -1.579 -0.968
N -1.460 -0.818 0.093
C -0.842 -1.630 -2.072
C -0.849 -2.480 -3.097
C 0.336 -2.512 -4.001
C 1.979 -1.046 -4.226
C 1.953 -0.098 -3.013
N 0.263 -0.781 -1.870
H -2.493 -0.425 3.105
H -1.011 0.142 2.377
H -5.446 -2.975 0.798
H -5.035 -3.495 -0.812
H -1.673 -3.166 -3.239
H 0.339 -3.431 -4.582
H 2.852 -0.977 -4.868
H 2.802 0.555 -2.838
C -0.894 3.890 1.388
C -1.777 2.897 0.713
C -3.257 3.103 0.683
O -1.309 1.889 0.197
H -1.448 4.705 1.840
H -0.181 4.279 0.657
H -0.295 3.367 2.138
H -3.544 4.125 0.914
H -3.691 2.434 1.432
H -3.659 2.799 -0.282
*
```